Entry 1:
The following is a quantum chemistry calculation of 2 unconnected molecules or ions with the total composition C4H12, from the OMol25 dataset.

- E_LUMO (Ha) = 0.0436
- ΔE to the lowest compared entry with this formula, charge and spin (eV) = 0.2863
- SMILES string = CC.CC
- charge = 0

```
16
Properties=species:S:1:pos:R:3:mulliken_charge:R:1
C -1.73108 -1.53242 -0.07030 -0.949
C -1.78695 -0.12776 0.49456 -0.487
H -1.42241 -1.49850 -1.11711 0.273
H -1.17494 -2.32050 0.42723 0.303
H -2.75990 -1.90668 -0.13264 0.316
H -0.93159 0.47770 0.20191 -0.020
H -1.74526 -0.09409 1.58308 0.250
H -2.64076 0.45343 0.15168 0.285
C 1.80938 1.35639 0.37369 -0.855
C 1.75519 0.29674 -0.74311 -0.385
H 1.58132 2.32519 -0.06085 0.250
H 1.15611 1.06324 1.19293 0.250
H 2.79989 1.42640 0.82669 0.336
H 0.76074 -0.14565 -0.79885 -0.120
H 2.48494 -0.49515 -0.58865 0.280
H 1.84533 0.72166 -1.74026 0.272
```

Entry 2:
The following is a quantum chemistry calculation of 2 unconnected molecules or ions with the total composition C4H12, from the OMol25 dataset.

- E_LUMO (Ha) = 0.0421
- ΔE to the lowest compared entry with this formula, charge and spin (eV) = 0.3312
- SMILES string = CC.CC
- charge = 0

```
16
Properties=species:S:1:pos:R:3:mulliken_charge:R:1
C 1.00823 0.83284 -1.99886 -0.684
C 0.03828 1.90076 -1.45236 -0.831
H 0.59256 0.51052 -2.94183 0.249
H 1.94501 1.36586 -2.12640 0.249
H 1.18002 0.01400 -1.31470 0.219
H 0.49100 2.80145 -1.02528 0.286
H -0.71137 1.50498 -0.77098 0.193
H -0.58553 2.34596 -2.23600 0.318
C -1.24601 -1.40448 1.52505 -0.813
C 0.21598 -1.39390 1.91401 -0.865
H -1.78079 -2.03792 2.21258 0.331
H -1.66837 -0.40063 1.64427 0.232
H -1.48128 -1.76967 0.52689 0.275
H 0.88938 -0.68899 1.41124 0.237
H 0.68600 -2.35744 1.67878 0.264
H 0.42688 -1.22336 2.95360 0.340
```

Entry 3:
The following is a quantum chemistry calculation of 2 unconnected molecules or ions with the total composition C4H12, from the OMol25 dataset.

- E_LUMO (Ha) = 0.0410
- ΔE to the lowest compared entry with this formula, charge and spin (eV) = 0.3512
- SMILES string = CC.CC
- charge = 0

```
16
Properties=species:S:1:pos:R:3:mulliken_charge:R:1
C -0.73036 2.41434 -0.41368 -0.883
C 0.62289 1.68582 -0.29111 -0.410
H -1.12175 2.59899 0.58420 0.273
H -0.51862 3.35963 -0.91173 0.284
H -1.46199 1.87888 -1.01246 0.287
H 0.65950 0.87011 0.42551 -0.107
H 1.39339 2.38711 0.02013 0.370
H 0.81193 1.18532 -1.24206 0.220
C 0.65051 -1.56470 0.28482 -0.689
C -0.58689 -2.46091 0.44670 -0.939
H 0.70676 -0.79013 1.03620 0.222
H 1.53842 -2.19052 0.38081 0.308
H 0.60765 -1.15455 -0.71860 0.203
H -1.52428 -1.91677 0.48478 0.301
H -0.48910 -3.12723 1.30694 0.292
H -0.55807 -3.17542 -0.38046 0.270
```

Entry 4:
The following is a quantum chemistry calculation of 2 unconnected molecules or ions with the total composition C4H12, from the OMol25 dataset.

- E_LUMO (Ha) = 0.0406
- ΔE to the lowest compared entry with this formula, charge and spin (eV) = 0.3520
- SMILES string = CC.CC
- charge = 0

```
16
Properties=species:S:1:pos:R:3:mulliken_charge:R:1
C 1.71258 -1.15331 0.97461 -0.681
C 1.25154 -1.21964 2.45407 -0.829
H 1.65600 -0.11062 0.67103 0.141
H 2.66726 -1.65917 0.87455 0.330
H 1.02576 -1.71396 0.32121 0.242
H 0.64287 -0.34384 2.76380 0.267
H 2.07430 -1.33485 3.13216 0.288
H 0.50503 -2.01565 2.55998 0.242
C -0.65237 1.20764 -1.75320 -0.550
C -2.18676 1.19628 -1.65986 -0.853
H -0.27184 2.17687 -2.06959 0.298
H -0.20819 0.96640 -0.79596 0.037
H -0.38169 0.48492 -2.51081 0.261
H -2.65720 2.17660 -1.57095 0.270
H -2.54667 0.58602 -0.83162 0.281
H -2.63062 0.75631 -2.55941 0.256
```

Entry 5:
The following is a quantum chemistry calculation of 2 unconnected molecules or ions with the total composition C4H12, from the OMol25 dataset.

- E_LUMO (Ha) = 0.0422
- ΔE to the lowest compared entry with this formula, charge and spin (eV) = 1.1589
- SMILES string = CC.CC
- charge = 0

```
16
Properties=species:S:1:pos:R:3:mulliken_charge:R:1
C 0.99393 1.75110 0.47955 -0.932
C 0.29942 1.12256 1.74178 -0.663
H 1.85130 2.24107 0.82985 0.363
H 1.30289 0.95999 -0.07792 0.297
H 0.20774 2.24451 -0.15379 0.253
H -0.46353 1.87433 2.13588 0.228
H 1.14137 1.08807 2.59748 0.199
H -0.10194 0.22241 1.60906 0.282
C -0.44835 -1.49340 -0.40428 -0.092
C -0.89878 -1.40184 -1.84090 -0.961
H 0.07647 -0.61015 -0.01330 -0.440
H -1.27329 -1.72334 0.24540 0.343
H 0.40510 -2.15701 -0.27457 0.284
H -0.11643 -1.15108 -2.61653 0.271
H -1.66212 -0.60373 -1.99677 0.283
H -1.31378 -2.36348 -2.26093 0.285
```

Entry 6:
The following is a quantum chemistry calculation of 2 unconnected molecules or ions with the total composition C4H12, from the OMol25 dataset.

- E_LUMO (Ha) = 0.0426
- ΔE to the lowest compared entry with this formula, charge and spin (eV) = 1.0063
- SMILES string = CC.CC
- charge = 0

```
16
Properties=species:S:1:pos:R:3:mulliken_charge:R:1
C -1.52242 -0.93946 -1.72412 -0.949
C -1.44819 0.36647 -0.81218 -0.490
H -2.00531 -1.76279 -1.21599 0.269
H -2.22271 -0.70903 -2.54725 0.310
H -0.57536 -0.99187 -2.26538 0.304
H -1.80796 1.13647 -1.49964 0.298
H -0.38428 0.51635 -0.74189 -0.084
H -1.97460 0.27806 0.13294 0.339
C 1.42101 0.96562 0.98660 -0.564
C 1.56337 -0.40656 1.58264 -0.858
H 1.50166 1.75430 1.74519 0.290
H 2.11893 1.36342 0.24849 0.331
H 0.39903 1.02598 0.61200 -0.019
H 2.42940 -0.96186 1.19514 0.253
H 0.69513 -1.04843 1.45747 0.278
H 1.80732 -0.43329 2.66455 0.290
```

Entry 7:
The following is a quantum chemistry calculation of 2 unconnected molecules or ions with the total composition C4H12, from the OMol25 dataset.

- E_LUMO (Ha) = 0.0437
- ΔE to the lowest compared entry with this formula, charge and spin (eV) = 0.5289
- SMILES string = CC.CC
- charge = 0

```
16
Properties=species:S:1:pos:R:3:mulliken_charge:R:1
C -0.59624 -0.63525 1.75158 -0.584
C -1.33058 0.71668 1.71552 -0.780
H 0.34739 -0.58226 2.29242 0.299
H -1.28073 -1.45429 1.93630 0.322
H -0.18756 -0.91328 0.76639 -0.015
H -0.85888 1.35802 2.44250 0.242
H -1.27802 1.20447 0.74737 0.218
H -2.36795 0.63344 2.02624 0.281
C 0.29864 0.18921 -2.04404 -0.664
C 1.61463 -0.25897 -1.36869 -0.908
H -0.38605 -0.64649 -2.23837 0.253
H -0.27092 0.77328 -1.31953 0.085
H 0.47616 0.64690 -3.00896 0.345
H 2.38321 -0.32359 -2.14713 0.345
H 1.54293 -1.21032 -0.85840 0.311
H 1.97669 0.59527 -0.80843 0.249
```

Entry 8:
The following is a quantum chemistry calculation of 2 unconnected molecules or ions with the total composition C4H12, from the OMol25 dataset.

- E_LUMO (Ha) = 0.0410
- ΔE to the lowest compared entry with this formula, charge and spin (eV) = 0.4985
- SMILES string = CC.CC
- charge = 0

```
16
Properties=species:S:1:pos:R:3:mulliken_charge:R:1
C 1.94877 1.17409 -1.32201 -0.897
C 0.57876 1.05846 -1.94805 -0.675
H 1.98963 1.08637 -0.22993 0.260
H 2.62622 0.36894 -1.67861 0.266
H 2.63220 2.04480 -1.44714 0.326
H 0.41776 1.32866 -2.98683 0.351
H -0.05312 1.89812 -1.56631 0.222
H 0.19082 0.07828 -1.67494 0.149
C -1.42497 -1.42182 2.31234 -0.979
C -1.10878 -0.81115 0.95675 -0.741
H -2.06441 -2.27342 2.07340 0.281
H -0.53347 -1.72334 2.86369 0.309
H -1.99356 -0.73709 2.94912 0.284
H -2.02153 -0.67405 0.39785 0.309
H -0.44010 -1.44761 0.37612 0.279
H -0.53749 0.11496 1.06948 0.257
```

Calculated total energy, respectively: -159.57445, -159.57280, -159.57207, -159.57204, -159.54238, -159.54799, -159.56553, -159.56665 a.u..
HOMO level, respectively: -11.61, -11.70, -11.42, -11.63, -11.41, -11.13, -11.47, -11.35 eV.
Largest force on an atom, respectively: 1.63, 1.77, 1.15, 1.72, 7.08, 2.73, 1.90, 2.63 eV/A.